# 1
The following is a DFT calculation (ωB97M-V/def2-TZVPD) of 12 unconnected molecules or ions with the total composition C43H69Cl4N9O8S in a non-equilibrium geometry.

## Properties
Molecular weight (g mol⁻¹): 1013.959
DFT total energy (Ha): -5013.1786
LUMO level (Ha): 0.061

```
! wB97M-V def2-TZVPD RIJCOSX def2/J DEFGRID3
* xyz -2 1
C 23.5593 -17.4475 12.0459
O 23.6103 -17.7595 10.6283
C 24.0742 -16.6522 9.8558
C 22.9480 -15.5527 9.7095
N 21.5678 -16.1696 9.4005
H 21.5956 -16.6753 8.5267
H 21.2613 -16.8579 10.0730
C 20.3688 -15.1538 9.3082
C 20.3214 -14.2607 8.0587
O 21.4214 -13.4002 8.1349
C 21.5508 -12.8849 6.7879
H 24.5817 -17.5045 12.4196
H 22.9984 -18.1732 12.6348
H 23.2022 -16.4557 12.3232
H 24.4836 -17.0072 8.9100
H 24.9429 -16.1906 10.3252
H 23.1930 -14.7971 8.9632
H 22.7366 -14.9850 10.6157
H 20.3160 -14.4896 10.1708
H 19.5482 -15.8707 9.3368
H 19.3827 -13.7082 8.0999
H 20.2516 -14.9143 7.1892
H 22.4145 -12.2199 6.7842
H 20.7772 -12.3185 6.2696
H 21.8607 -13.6830 6.1133
S 18.2686 -20.7453 12.4121
O 16.9068 -20.8797 12.7710
O 18.9082 -19.4880 12.7523
O 19.0801 -21.8535 12.9054
O 18.3759 -20.7206 10.9424
C 22.4514 -19.4144 2.3485
C 22.3873 -20.1642 3.6681
O 22.3145 -21.4216 3.7121
O 22.3534 -19.5145 4.7251
H 22.9373 -18.4558 2.5297
H 21.5558 -19.3828 1.7279
H 23.1426 -19.9981 1.7405
C 21.6394 -3.6350 5.6543
C 20.7223 -2.4698 5.3051
N 19.4112 -2.9371 4.8134
C 18.4301 -1.9064 4.8353
C 17.7225 -1.7960 6.1979
C 19.6190 -3.3076 3.4354
C 18.4896 -4.1612 2.8439
H 21.2460 -4.3036 6.4200
H 22.5753 -3.2717 6.0788
H 21.8839 -4.1955 4.7520
H 20.5592 -1.9492 6.2487
H 21.1937 -1.7412 4.6454
H 18.8805 -0.9574 4.5445
H 17.5725 -2.0838 4.1863
H 17.1611 -0.8650 6.1193
H 16.9926 -2.5245 6.5509
H 18.5162 -1.7573 6.9440
H 20.5812 -3.7693 3.2142
H 19.5906 -2.4094 2.8185
H 17.4922 -3.7225 2.8689
H 18.5053 -5.2083 3.1462
H 18.6323 -4.1325 1.7636
C 26.3395 -14.5086 18.5477
Cl 26.6648 -16.2398 18.5128
Cl 27.1788 -13.7857 20.0318
Cl 26.8692 -13.7713 16.9731
Cl 24.5317 -14.2403 18.5633
N 15.1348 -18.2752 7.1729
C 15.4897 -17.9139 5.8563
C 14.8117 -16.7382 5.4453
C 14.0944 -16.3267 6.6444
C 14.3540 -17.2548 7.6787
H 15.5594 -18.9592 7.7827
H 16.1595 -18.5618 5.3104
H 14.8869 -16.2328 4.4938
H 13.6192 -15.3578 6.6893
H 14.1827 -17.1260 8.7372
N 28.2356 -18.9441 4.0268
C 29.2900 -18.9147 4.9484
C 30.4260 -18.4933 4.1989
C 29.9943 -18.3884 2.8787
C 28.6113 -18.5816 2.7344
H 27.3850 -19.4346 4.2634
H 29.0864 -19.2808 5.9438
H 31.4209 -18.2853 4.5640
H 30.5609 -17.9459 2.0728
H 27.9431 -18.5010 1.8898
N 17.1302 -14.5354 14.6297
C 15.7586 -14.5554 14.5230
C 15.2522 -13.2772 14.8336
C 16.4230 -12.4974 15.1590
C 17.5002 -13.3552 15.1483
H 17.6368 -15.3284 14.2627
H 15.3337 -15.4354 14.0632
H 14.2439 -12.8962 14.9018
H 16.4196 -11.4900 15.5484
H 18.5370 -13.1065 15.3204
N 19.8926 -21.6720 18.7070
C 19.5059 -22.9505 18.8336
C 19.4129 -23.2747 20.1737
C 19.6688 -22.1088 20.9370
C 20.0334 -21.1562 20.0062
H 19.8531 -21.1138 17.8662
H 19.2828 -23.5136 17.9394
H 19.2444 -24.2752 20.5436
H 19.5958 -21.9754 22.0063
H 20.2574 -20.1143 20.1814
N 16.2316 -7.1824 6.9623
C 14.9942 -7.0577 6.4134
C 14.1814 -8.0142 7.0307
C 14.9406 -8.6572 8.0758
C 16.1530 -8.0177 8.0414
H 16.8586 -6.3933 6.8964
H 14.7627 -6.2905 5.6894
H 13.2100 -8.2563 6.6253
H 14.6696 -9.3798 8.8313
H 16.9843 -8.1764 8.7124
N 30.7593 -22.0928 10.8342
C 32.0831 -21.9306 11.2258
C 32.1936 -20.8493 12.1029
C 30.8802 -20.3735 12.2174
C 30.0309 -21.2520 11.5984
H 30.3854 -22.8768 10.3188
H 32.8436 -22.5734 10.8078
H 33.0581 -20.3669 12.5345
H 30.5991 -19.4853 12.7637
H 28.9603 -21.3817 11.6552
N 28.7204 -13.9086 7.6912
C 27.9080 -13.1579 6.9655
C 27.8544 -11.8254 7.4706
C 28.5469 -11.8694 8.6924
C 29.1200 -13.1738 8.7846
H 29.0859 -14.8220 7.4627
H 27.5306 -13.5338 6.0260
H 27.4189 -10.9487 7.0145
H 28.5735 -11.0373 9.3804
H 29.7100 -13.4925 9.6312
*
```



# 2
The following is a DFT calculation (ωB97M-V/def2-TZVPD) of a molecular structure, C25H32ClIrN4O2S in a non-equilibrium geometry.

## Properties
Molecular weight (g mol⁻¹): 680.294
DFT total energy (Ha): -2303.0423
Energy relative to the best compared isomer or geometry (same formula, charge and spin) (kJ/mol): 381.7
LUMO level (spin up / spin down) (Ha): -0.387 / -0.387

```
! wB97M-V def2-TZVPD RIJCOSX def2/J DEFGRID3
* xyz 3 2
Ir -0.0125 -0.1021 1.2994
C 1.4970 1.2949 3.7307
C 0.0506 1.5031 4.1782
N -0.8682 1.3036 3.0436
C -2.1803 0.7797 3.4399
C -2.1142 -0.6634 3.9463
S -0.9177 -1.7444 3.0601
C 0.4868 -1.7666 4.2436
C 1.7932 -1.2036 3.6941
N 1.6768 0.0611 2.9489
H 2.1497 1.3071 4.6103
H 1.7788 2.1266 3.0817
H -0.0448 2.5176 4.5801
H -0.2085 0.8163 4.9817
H -0.9996 2.2045 2.5873
H -2.8415 0.8342 2.5718
H -2.6280 1.3953 4.2325
H -3.0908 -1.1313 3.8215
H -1.8575 -0.7196 5.0030
H 0.6452 -2.8168 4.4956
H 0.1666 -1.2580 5.1487
H 2.2252 -1.9373 3.0087
H 2.4845 -1.0955 4.5411
H 2.5531 0.1750 2.4456
O 4.1348 1.4199 -4.2912
C 4.6026 0.4884 -3.3654
C 3.6217 0.3559 -2.2433
C 3.7834 -0.5602 -1.2038
C 2.8072 -0.6274 -0.2288
N 1.7056 0.1233 -0.2364
C 1.5231 1.0046 -1.2385
C 2.4786 1.1483 -2.2355
C 0.2640 1.7648 -1.2474
C -0.0793 2.6199 -2.2917
C -1.2935 3.2949 -2.2778
C -1.6931 4.1566 -3.4469
O -1.8212 3.3138 -4.5581
C -2.1406 3.0823 -1.1958
C -1.7350 2.2156 -0.1961
N -0.5750 1.5681 -0.2132
H 4.7500 1.5141 -5.0289
H 5.5819 0.7834 -2.9537
H 4.7471 -0.5024 -3.8273
H 4.6423 -1.2096 -1.1513
H 2.9031 -1.3392 0.5814
H 2.3678 1.8584 -3.0360
H 0.5825 2.7651 -3.1283
H -0.9060 4.9094 -3.6279
H -2.6261 4.6906 -3.2288
H -2.2808 3.7673 -5.2774
H -3.0999 3.5685 -1.1248
H -2.3908 2.0313 0.6441
Cl -3.2982 -6.2174 -4.0092
C -2.7302 -4.9538 -3.0126
C -3.6043 -4.3031 -2.1243
C -3.1502 -3.2890 -1.3238
C -1.7903 -2.8644 -1.3554
C -1.3292 -1.8301 -0.5537
C -0.9275 -3.5457 -2.2638
C -1.3831 -4.5563 -3.0663
H -4.6368 -4.6104 -2.0769
H -3.8367 -2.8017 -0.6483
H -2.0227 -1.2724 0.0645
H -0.2892 -1.5281 -0.6305
H 0.1104 -3.2530 -2.3203
H -0.7112 -5.0599 -3.7428
*
```



# 3
The following is a DFT calculation (ωB97M-V/def2-TZVPD) of a molecular structure, C34H37BrFeGeN3Si.

## Properties
Molecular weight (g mol⁻¹): 724.136
DFT total energy (Ha): -7686.2128
Energy relative to the best compared isomer or geometry (same formula, charge and spin) (kJ/mol): 0.0
LUMO level (spin up / spin down) (Ha): 0.002 / -0.004

```
! wB97M-V def2-TZVPD RIJCOSX def2/J DEFGRID3
* xyz 0 6
Fe -0.6856 -0.9253 -0.9185
C -1.7477 0.4092 -4.5254
C -2.7474 -0.0469 -3.4988
C -4.0919 0.2388 -3.6362
C -4.9719 -0.2109 -2.6474
C -4.4927 -0.9034 -1.5624
C -3.1088 -1.1548 -1.4757
N -2.2699 -0.7566 -2.4688
N -2.4673 -1.7408 -0.4259
Si -3.1733 -2.8132 0.7265
C -4.2643 -1.9384 1.9802
C -1.7982 -3.6752 1.6625
C -4.1935 -4.1167 -0.1543
H -1.5363 1.4752 -4.4123
H -2.1270 0.2531 -5.5356
H -0.8167 -0.1434 -4.4173
H -4.4441 0.7920 -4.4956
H -6.0310 0.0014 -2.7298
H -5.1435 -1.2213 -0.7598
H -3.7822 -1.0339 2.3592
H -4.4603 -2.5970 2.8315
H -5.2333 -1.6505 1.5655
H -1.0377 -2.9915 2.0458
H -1.3031 -4.4176 1.0321
H -2.2254 -4.2033 2.5197
H -4.9998 -3.6631 -0.7352
H -4.6486 -4.8112 0.5569
H -3.5714 -4.6945 -0.8417
C 3.2256 0.3847 -4.5509
C 2.7992 -0.6048 -3.5056
C 3.5788 -1.7058 -3.1617
C 3.1590 -2.5883 -2.1864
C 1.9347 -2.3375 -1.5918
Br 1.2709 -3.4309 -0.2168
N 1.1615 -1.3209 -1.9139
C 1.5967 -0.4564 -2.8372
H 4.3009 0.5579 -4.5127
H 2.7216 1.3405 -4.4130
H 2.9838 0.0209 -5.5514
H 4.5361 -1.8602 -3.6465
H 3.7569 -3.4312 -1.8746
H 0.9519 0.3978 -3.0110
C -0.2025 1.0044 -0.3672
Ge 0.9004 1.5201 1.1141
C 1.4956 3.3840 1.1832
C 0.6352 4.4145 0.8034
C 1.0310 5.7430 0.8781
C 2.3035 6.0616 1.3335
C 3.1732 5.0489 1.7122
C 2.7696 3.7215 1.6368
C 2.5219 0.4092 1.1160
C 3.3978 0.4720 0.0296
C 4.5287 -0.3294 -0.0331
C 4.8000 -1.2264 0.9935
C 3.9428 -1.3026 2.0809
C 2.8178 -0.4869 2.1420
C -0.0760 1.1420 2.7720
C -0.2450 2.0956 3.7729
C -0.9796 1.8064 4.9176
C -1.5574 0.5556 5.0789
C -1.4022 -0.4069 4.0884
C -0.6718 -0.1075 2.9489
H -0.9598 1.7754 -0.5579
H -0.3603 4.1772 0.4418
H 0.3486 6.5297 0.5807
H 2.6159 7.0967 1.3921
H 4.1667 5.2933 2.0678
H 3.4605 2.9401 1.9353
H 3.2002 1.1703 -0.7793
H 5.2010 -0.2542 -0.8802
H 5.6809 -1.8552 0.9490
H 4.1529 -1.9945 2.8877
H 2.1639 -0.5512 3.0045
H 0.2010 3.0784 3.6629
H -1.1020 2.5613 5.6847
H -2.1308 0.3315 5.9696
H -1.8561 -1.3846 4.2019
H -0.5704 -0.8592 2.1718
*
```



# 4
The following is a DFT calculation (ωB97M-V/def2-TZVPD) of 2 unconnected molecules or ions with the total composition C6H8N2 in a non-equilibrium geometry.

## Properties
Molecular weight (g mol⁻¹): 108.144
DFT total energy (Ha): -342.7580
Energy relative to the best compared isomer or geometry (same formula, charge and spin) (kJ/mol): 462.0
LUMO level (spin up / spin down) (Ha): 0.016 / 0.016

```
! wB97M-V def2-TZVPD RIJCOSX def2/J DEFGRID3
* xyz 0 1
C -2.0842 1.9511 -0.2498
C -0.5801 1.4374 -2.0741
C -0.9736 1.3228 -0.8559
C -0.0619 -1.3774 0.3536
C 1.2770 -0.6258 0.4653
C -0.0458 0.0140 0.8037
N -3.0602 2.3393 0.2374
N -0.3070 0.4143 2.0908
H 0.2960 0.9003 -2.3395
H -1.1646 1.8721 -2.8001
H -0.4837 -1.5563 -0.6602
H -0.4411 -2.2583 1.0065
H 1.9979 -0.9307 1.1980
H 1.7135 -0.7262 -0.4673
H 0.1140 1.3030 2.4111
H -1.3030 0.4219 2.1520
*
```



# 5
The following is a DFT calculation (ωB97M-V/def2-TZVPD) of C2H6N2O2 in the gas phase in a non-equilibrium geometry.

## Properties
SMILES string: NCOC(N)=O
Molecular weight (g mol⁻¹): 90.082
DFT total energy (Ha): -339.7804
Energy relative to the best compared isomer or geometry (same formula, charge and spin) (kJ/mol): 137.1
LUMO level (Ha): 0.035

```
! wB97M-V def2-TZVPD RIJCOSX def2/J DEFGRID3
* xyz 0 1
N 0.4871 -1.5424 -1.3230
C 0.0662 -1.2812 -0.0495
O 0.8993 0.2346 0.3132
C -0.2117 0.9697 0.1540
N -0.6126 1.6308 1.3141
O -0.8034 1.1704 -0.8858
H 1.4783 -1.3511 -1.3657
H 0.0053 -0.9109 -1.9504
H -1.0134 -1.4065 0.0093
H 0.6197 -1.7803 0.7331
H 0.1585 1.7616 1.9616
H -1.0733 2.5052 1.0888
*
```



# 6
The following is a DFT calculation (ωB97M-V/def2-TZVPD) of a gas-phase ion, C12H17BF2N3O4S (charge +1) in a non-equilibrium geometry.

## Properties
Molecular weight (g mol⁻¹): 348.160
DFT total energy (Ha): -1555.1463
LUMO level (Ha): -0.175

```
! wB97M-V def2-TZVPD RIJCOSX def2/J DEFGRID3
* xyz 1 1
C 2.8290 0.7434 0.3779
C 1.9135 -0.2517 0.4113
C 0.4087 -0.0384 0.6716
C 0.1948 0.2116 2.2496
C 1.3305 -0.3172 3.1265
F 1.5026 -1.6812 2.9860
N -0.4126 -1.2609 0.4418
N 0.0137 -2.5800 0.6374
C 0.5404 -3.0890 -0.3800
O 0.7569 -3.6193 -1.3809
C -1.6441 -1.0491 0.0832
B -2.7884 -2.1706 -0.1914
O -3.1029 -2.9713 0.8911
O -3.3646 -2.3497 -1.4172
S -1.9219 0.7043 -0.0646
C -0.1129 1.1015 -0.2570
C 0.4209 1.1786 -1.7094
C 0.4852 -0.1615 -2.4983
N -0.0536 0.0424 -3.8783
C 0.1074 2.5712 0.2970
C -1.1818 3.2688 0.7357
O -1.8463 3.8726 -0.0297
F -1.5057 3.1859 2.0426
H 3.5249 0.7580 -0.4656
H 2.8662 1.4611 1.2042
H 2.2708 -1.2832 0.2585
H -0.0150 1.2613 2.4930
H -0.7063 -0.3517 2.5443
H 2.2770 0.2295 3.0221
H 1.0186 -0.1622 4.1747
H -3.4979 -2.3991 1.5704
H -4.1683 -1.8054 -1.4620
H 1.3795 1.7126 -1.7601
H -0.2900 1.8209 -2.2618
H -0.0404 -0.9930 -2.0130
H 1.5540 -0.4001 -2.6333
H -0.8183 -0.6197 -3.9827
H 0.6546 -0.2748 -4.5348
H 0.8069 2.5140 1.1479
H 0.6151 3.1914 -0.4470
*
```



# 7
The following is a DFT calculation (ωB97M-V/def2-TZVPD) of C15H22N2O4 in the gas phase in a non-equilibrium geometry.

## Properties
SMILES string: CC[C@H](C)[C@H](NC(=O)[C@@H](N)Cc1ccc(O)cc1)C(=O)O
Molecular weight (g mol⁻¹): 294.351
DFT total energy (Ha): -995.2128
Energy relative to the best compared isomer or geometry (same formula, charge and spin) (kJ/mol): 285.5
LUMO level (Ha): 0.021

```
! wB97M-V def2-TZVPD RIJCOSX def2/J DEFGRID3
* xyz 0 1
C -4.6380 -1.4452 -0.1872
C -3.2902 -0.8806 -0.6868
C -2.2282 -1.0530 0.3338
C -2.6606 -0.5985 1.7175
C -0.9579 -0.3859 -0.1900
N -1.1267 0.7363 -1.0481
C -0.3352 1.8612 -1.1583
O -0.2641 2.4168 -2.2807
C 0.3461 2.4500 0.0726
N -0.3112 2.0663 1.3502
C 1.9133 2.4641 0.0968
C 2.6666 1.1806 -0.0120
C 3.3503 0.7281 -1.1080
C 3.9809 -0.5459 -1.1197
C 3.9812 -1.3520 0.0079
O 4.5724 -2.5864 0.0806
C 3.2426 -0.9229 1.1030
C 2.6219 0.3322 1.0701
C -0.1014 -1.4748 -0.9973
O -0.4489 -1.8827 -2.0952
O 0.9146 -1.9135 -0.4268
H -5.1137 -0.5548 0.2575
H -5.4203 -1.5844 -0.9332
H -4.6513 -2.3421 0.4120
H -3.5316 0.1691 -0.9442
H -3.0187 -1.4316 -1.5514
H -2.0813 -2.1880 0.3744
H -1.9018 -0.9790 2.3978
H -3.6698 -0.9382 2.0173
H -2.5660 0.4932 1.7152
H -0.3106 -0.2159 0.6754
H -1.4346 0.4186 -1.9283
H 0.0373 3.5572 -0.0138
H -1.3360 2.2172 1.2596
H -0.0944 2.7364 2.0905
H 2.1574 2.9105 1.1149
H 2.1643 3.0752 -0.7892
H 3.2619 1.2870 -2.0711
H 4.3035 -0.9800 -2.0327
H 5.4021 -2.6532 -0.4339
H 3.1005 -1.5593 2.0309
H 1.9765 0.5831 1.9581
H 1.4991 -1.2152 -0.1280
*
```



# 8
The following is a DFT calculation (ωB97M-V/def2-TZVPD) of a molecular structure, C25H32BO4Tc in a non-equilibrium geometry.

## Properties
Molecular weight (g mol⁻¹): 505.339
DFT total energy (Ha): -1378.0045
Energy relative to the best compared isomer or geometry (same formula, charge and spin) (kJ/mol): 0.0
LUMO level (spin up / spin down) (Ha): -0.110 / -0.251

```
! wB97M-V def2-TZVPD RIJCOSX def2/J DEFGRID3
* xyz 1 4
O 0.5774 1.2383 -3.8151
C -0.3528 0.5192 -4.6886
C 0.8376 -0.1277 -5.4643
H -0.9436 1.2365 -5.3199
H -1.0215 -0.0753 -4.0625
C 1.6810 0.9792 -4.7593
H 0.7692 -0.0635 -6.5508
H 1.1500 -1.1236 -5.1293
C 1.8015 2.1667 -5.7101
H 0.8132 2.6426 -5.7852
H 2.1434 1.8745 -6.7125
H 2.4897 2.8810 -5.2458
C 2.9438 0.6375 -3.9436
H 2.7709 0.0565 -3.0157
H 3.3738 1.6030 -3.5982
H 3.7153 0.0626 -4.4939
Tc 0.3109 -1.2647 0.7376
C 0.6390 -3.4072 0.4699
C -0.4754 -3.2187 1.3297
C -1.4980 -2.5272 0.5734
H -0.5816 -3.6441 2.3224
C -0.9732 -2.2820 -0.7432
C 0.3494 -2.8455 -0.8134
H 0.9940 -2.8617 -1.6914
H 1.5382 -3.9440 0.7578
H -2.4915 -2.2765 0.9355
H -1.5040 -1.8276 -1.5768
C 2.0656 -1.7629 2.1062
C 2.3719 -1.6360 0.7019
C 2.2282 -0.2570 0.3466
H 2.8233 -2.3918 0.0766
C 2.1340 0.4738 1.5998
C 2.1542 -0.4326 2.6675
H 2.3905 -0.2171 3.7017
H 2.0607 -2.6784 2.6798
H 2.3784 0.1458 -0.6468
H 2.1463 1.5551 1.6695
O -1.3759 1.7583 -0.4172
C -0.7488 2.7248 -1.3272
C -1.8075 3.6674 -1.9388
H -0.2907 2.1368 -2.1293
H 0.0458 3.3221 -0.8169
C -3.0702 3.4268 -1.0693
H -1.9721 3.3613 -2.9841
H -1.5102 4.7262 -1.9047
C -2.6609 2.3438 -0.0607
H -3.9120 3.0977 -1.6793
H -3.3621 4.3641 -0.5910
H -3.3982 1.5394 0.0276
H -2.5472 2.7790 0.9429
O -0.8839 -0.1372 3.6169
B -0.2120 -1.2026 2.9339
O -0.1498 -2.3445 3.8237
C -0.8208 -1.9648 4.9523
C -0.8673 -2.6115 6.1752
C -1.3098 -1.9120 7.3110
C -1.7377 -0.5869 7.1602
C -1.8115 0.0207 5.9019
C -1.2565 -0.6421 4.8275
H -0.5747 -3.6518 6.2319
H -1.2412 -2.3720 8.3077
H -2.0974 -0.0563 8.0374
H -2.2373 1.0058 5.7588
*
```